1.
A 2-piece molecular cluster, C6H9F overall. Source: the OMol25 dataset; level of theory: ωB97M-V with the def2-TZVPD basis set.

Geometry as ORCA input:
```
! wB97M-V def2-TZVPD RIJCOSX def2/J DEFGRID3
* xyz 0 1
C 3.382 0.898 -0.428
C 2.853 0.125 0.416
C -0.097 -0.056 0.874
C -1.135 0.946 0.436
C -0.909 -0.256 -0.452
C -1.984 -1.411 -0.487
F -2.307 0.963 1.131
H 2.860 1.516 -1.101
H 4.523 0.785 -0.314
H -0.317 -0.088 -1.341
H 0.998 0.382 0.858
H -0.297 -0.805 1.529
H -0.797 1.955 0.248
H -2.372 -1.593 -1.430
H -2.874 -1.169 0.137
H -1.526 -2.193 -0.075
*
```

The calculation puts the energy above the lowest of the compared OMol25 structures with the same formula, charge and spin at 125.6 kcal per mole. The total energy is -9079.2498 eV. Its molecular weight is 100.14 Da. The calculation puts the highest occupied orbital energy at -9.91 eV. Its maximum force is 4.9 eV/Å. The value obtained for the gap between HOMO and LUMO is 9.60 eV.

2.
An isolated ion of composition C6H9F2N2O and charge +1. Source: the OMol25 dataset; level of theory: ωB97M-V with the def2-TZVPD basis set.

Geometry as ORCA input:
```
! wB97M-V def2-TZVPD RIJCOSX def2/J DEFGRID3
* xyz 1 3
C 2.200 0.734 0.451
C 1.277 -1.211 -0.859
C 2.281 -0.452 -0.153
C 0.885 1.294 0.697
C -0.369 0.168 -0.061
C -2.110 -1.323 0.988
N 0.041 -0.947 -0.822
N -1.241 0.992 -1.247
O -1.157 -0.204 0.985
F 3.456 -0.999 -0.015
F 0.719 2.514 0.100
H 3.006 1.242 0.911
H 1.497 -2.056 -1.360
H 0.518 1.529 1.666
H -1.577 -2.155 0.556
H -3.030 -1.144 0.613
H -2.306 -1.604 2.024
H -0.588 1.224 -1.967
H -1.511 1.973 -0.983
H -1.992 0.426 -1.524
*
```

The total energy is -16817.6519 eV. Its molecular weight is 163.15 Da. The calculation puts the highest occupied orbital energy (alpha / beta) at -11.05 / -14.09 eV. Its maximum force is 8.0 eV/Å. The value obtained for the gap between HOMO and LUMO (alpha / beta) is 7.99 / 6.75 eV.

3.
A 2-piece molecular cluster, C6H9FN2 overall. Source: the OMol25 dataset; level of theory: ωB97M-V with the def2-TZVPD basis set.

Geometry as ORCA input:
```
! wB97M-V def2-TZVPD RIJCOSX def2/J DEFGRID3
* xyz 0 1
C -0.623 -0.261 3.799
C -1.003 -0.110 2.695
C 0.364 0.124 -1.857
C 0.918 -1.351 -1.633
C 0.164 0.589 -0.477
C -0.565 1.792 -0.140
N 1.015 -1.407 -0.159
N 0.338 -0.378 0.336
F -1.822 -0.248 1.759
H -0.367 -0.099 4.888
H 0.799 -2.190 0.161
H 1.171 0.724 -2.486
H -0.606 0.062 -2.449
H 0.452 -2.184 -2.102
H 1.981 -1.342 -1.977
H -1.511 1.823 -0.628
H -0.010 2.636 -0.659
H -0.694 1.819 0.929
*
```

The calculation puts the energy above the lowest of the compared OMol25 structures with the same formula, charge and spin at 114.3 kcal per mole. The total energy is -12059.7823 eV. Its molecular weight is 128.15 Da. The calculation puts the highest occupied orbital energy at -8.12 eV. Its maximum force is 9.6 eV/Å. The value obtained for the gap between HOMO and LUMO is 9.05 eV.

4.
One molecule with the formula C6H9FN2. Source: the OMol25 dataset; level of theory: ωB97M-V with the def2-TZVPD basis set.

Geometry as ORCA input:
```
! wB97M-V def2-TZVPD RIJCOSX def2/J DEFGRID3
* xyz 0 1
C 1.113 0.432 0.392
C 1.046 -0.899 -0.156
C 0.086 1.059 0.983
C 2.025 -1.594 -0.669
C -1.309 0.576 1.143
C -1.922 -0.280 0.174
N -1.787 0.842 -1.922
N -2.056 -0.159 -1.118
F -2.449 -1.426 0.681
H 2.004 0.986 0.244
H 0.109 -1.412 -0.053
H 0.246 1.968 1.449
H 1.828 -2.605 -1.105
H -1.423 0.496 2.282
H -1.813 1.605 1.099
H 3.051 -1.188 -0.882
H -1.257 1.602 -1.454
H -2.730 -0.806 -1.710
*
```

The calculation puts the energy above the lowest of the compared OMol25 structures with the same formula, charge and spin at 88.2 kcal per mole. The total energy is -12060.9135 eV. Its molecular weight is 128.15 Da. The calculation puts the highest occupied orbital energy (alpha / beta) at -7.51 / -7.51 eV. Its maximum force is 4.7 eV/Å. The value obtained for the gap between HOMO and LUMO (alpha / beta) is 8.34 / 8.34 eV.

5.
A 2-piece molecular cluster, C6H9FO2 overall. Source: the OMol25 dataset; level of theory: ωB97M-V with the def2-TZVPD basis set.

Geometry as ORCA input:
```
! wB97M-V def2-TZVPD RIJCOSX def2/J DEFGRID3
* xyz 0 1
C -2.065 -1.415 1.919
C -0.840 -0.994 1.732
C -0.073 1.756 -0.605
C 1.115 -0.178 -1.990
C 0.306 -0.751 1.210
C -0.093 0.347 -1.067
O 1.065 0.386 1.128
O -1.120 -0.323 -0.993
F 1.055 -1.901 1.122
H -2.033 -1.713 2.932
H -0.568 2.232 -1.404
H 0.875 2.223 -0.552
H -0.698 1.960 0.270
H 2.109 0.057 -1.703
H 1.066 -1.310 -2.112
H 1.164 0.484 -2.971
H 1.571 0.622 1.912
H -2.836 -1.481 1.173
*
```

The calculation puts the energy above the lowest of the compared OMol25 structures with the same formula, charge and spin at 91.5 kcal per mole. The total energy is -13176.1620 eV. Its molecular weight is 132.13 Da. The calculation puts the highest occupied orbital energy at -9.10 eV. Its maximum force is 3.8 eV/Å. The value obtained for the gap between HOMO and LUMO is 9.54 eV.

6.
One molecule with the formula C6H9FS. Source: the OMol25 dataset; level of theory: ωB97M-V with the def2-TZVPD basis set.

Geometry as ORCA input:
```
! wB97M-V def2-TZVPD RIJCOSX def2/J DEFGRID3
* xyz 0 1
C -1.501 -1.547 -0.879
C -1.465 0.010 -0.510
C -0.280 0.705 0.095
C 0.355 0.230 1.421
C 1.737 0.566 0.776
C 1.122 0.613 -0.589
H -2.154 -2.061 -0.052
H -1.889 -1.659 -1.920
H -0.482 1.798 0.188
H 0.293 -0.863 1.504
H 0.095 0.708 2.381
H 2.573 -0.155 0.886
H 2.112 1.575 0.978
H 1.269 1.538 -1.249
H 1.214 -0.233 -1.251
F -0.211 -2.098 -0.815
S -2.786 0.875 -0.963
*
```

The calculation puts the energy above the lowest of the compared OMol25 structures with the same formula, charge and spin at 42.0 kcal per mole. The total energy is -19918.7292 eV. Its molecular weight is 132.20 Da. The calculation puts the highest occupied orbital energy at -8.76 eV. Its maximum force is 3.0 eV/Å. The value obtained for the gap between HOMO and LUMO is 8.42 eV.

- maximum force of number 6 (C6H9FS)?
  3.0 eV/Å